The following is a quantum chemistry calculation of a molecular structure, C33H41N3NdP2S, from the Open Molecules 2025 dataset.

The geometry in XYZ format:
```
81
Properties=species:S:1:pos:R:3:forces:R:3:lowdin_spin:R:1
H -1.594230 4.139383 -1.833204 0.071 0.066 -0.094 0.000
H -1.051428 1.866500 2.688207 -0.046 -0.018 0.015 0.000
H 5.503648 0.878143 -2.269890 0.036 -0.035 -0.072 0.000
H -0.292361 2.486449 1.206952 -0.004 0.004 0.062 0.000
C -4.607339 2.546737 2.157594 0.055 -0.244 0.004 0.001
H -2.093393 -2.802201 -3.526923 0.253 0.244 0.135 0.000
H -3.103702 5.754949 -0.746355 -0.048 0.080 0.005 0.000
H -0.664028 -0.753671 -3.344144 0.176 0.094 -0.191 0.000
C -3.018214 2.022618 0.403916 -0.169 0.885 -0.120 0.000
H -4.856427 -1.778974 -0.390545 0.289 0.160 0.089 0.000
C -3.567979 -1.836806 -2.191971 -0.322 -0.502 -0.257 -0.008
H 0.046188 -3.360320 -3.148585 -0.097 -0.122 -0.058 0.000
H -4.497708 -1.615327 2.048664 0.071 -0.085 -0.053 0.000
N 3.229303 0.075663 -1.252428 0.219 -0.104 -0.017 0.000
S -0.977860 1.501505 -1.436431 0.117 -0.075 -0.490 -0.013
H 1.911729 0.938897 3.920483 0.032 0.126 0.042 0.000
C -0.229187 -0.756485 4.023423 0.038 0.044 -0.159 0.000
H 5.900637 4.247139 0.346450 0.034 0.081 0.057 0.000
C 3.934930 1.140291 -0.829064 -0.229 0.431 0.558 0.000
C 0.867304 -2.976673 -3.751466 0.061 0.056 0.218 0.000
P 0.159291 0.146491 1.457389 0.590 0.151 0.848 -0.004
H -2.714852 -1.574400 1.942901 -0.326 0.096 0.219 0.000
C 2.101308 -0.224268 -0.667877 0.056 -0.014 -0.040 0.000
H 2.609139 -3.108512 0.091351 0.022 -0.041 -0.011 0.000
H 0.106300 -1.283706 4.913961 0.065 -0.087 0.097 0.000
H 0.371043 -2.612966 2.011379 0.087 -0.064 0.055 0.000
H 3.126315 -0.386574 -3.376711 0.041 -0.069 -0.193 0.000
C -3.058041 -3.109625 -0.359972 -0.477 -0.717 -0.415 -0.003
C -3.852429 2.979353 1.051637 0.206 -0.394 -0.119 0.000
H 3.435404 -2.110001 -3.596160 0.113 -0.072 0.068 0.000
H -1.104303 -1.274570 3.635720 -0.140 -0.044 0.042 0.000
H 2.659289 -1.192493 -4.873122 -0.090 -0.079 -0.227 0.000
C 1.215631 -2.154604 2.540840 -0.122 0.148 -0.102 0.000
H 3.793914 3.643700 1.501943 -0.062 0.041 0.092 0.000
H -1.477084 -4.293208 -1.381289 0.151 0.295 0.095 0.000
C 4.173330 3.055322 0.681603 0.314 0.128 -0.144 0.000
H 0.345261 -0.458229 -4.765945 -0.060 -0.039 -0.130 0.000
C 5.824542 2.595838 -1.024142 0.044 -0.282 -0.274 0.000
C -2.245185 3.817385 -1.036295 0.076 -0.605 0.090 0.000
C -0.153590 1.839749 2.072960 -0.163 -0.108 -0.008 0.000
C -2.143481 -3.438161 -1.391096 -0.534 -0.554 -0.076 -0.003
C 2.127449 -0.060256 3.553230 -0.075 -0.004 -0.150 0.000
C 0.885201 -0.728528 2.978413 -0.232 -0.020 -0.358 -0.001
H 2.083434 -2.151738 1.883963 0.071 -0.068 -0.071 0.000
C -3.095005 4.727724 -0.414415 -0.325 0.119 0.321 0.000
H 0.711599 2.189004 2.632907 -0.120 -0.001 -0.007 0.000
C 2.539605 -2.931399 -0.979337 -0.339 -0.060 0.119 -0.001
H -4.136927 -1.243624 -2.898110 0.226 0.192 0.189 0.000
C -3.689763 0.357509 1.871071 0.272 -0.086 -0.185 0.001
H 2.924771 0.008703 2.817066 0.074 0.005 0.017 0.000
C 0.362104 -0.527417 -3.680345 0.012 -0.055 0.372 0.000
H -5.242249 3.258242 2.662185 -0.098 0.062 0.126 0.000
C 1.653093 0.517280 0.459164 0.147 0.194 0.137 0.000
C 5.338052 3.379166 0.038910 -0.312 0.071 0.298 0.000
P 1.221710 -1.701969 -1.341123 0.915 -0.147 -0.495 -0.005
H 1.666406 -3.713700 -3.750443 0.081 -0.060 0.058 0.000
Nd -1.582607 -0.961333 -0.631113 -0.139 0.776 0.382 3.055
H -3.566134 -1.083397 3.434792 0.103 -0.073 0.048 0.000
H 3.486422 -2.532764 -1.344483 -0.064 -0.023 0.008 0.000
C -3.884763 4.318035 0.626259 0.116 0.199 -0.209 0.000
H 2.308793 -3.872217 -1.473351 0.026 -0.068 -0.009 0.000
H -0.515851 0.249221 4.320854 -0.077 0.088 0.077 0.000
C -2.180656 2.487868 -0.651946 -0.138 0.406 0.124 -0.001
H 0.646927 0.449933 -3.289371 -0.036 0.026 -0.040 0.000
H -4.529966 5.007657 1.146412 -0.096 0.118 0.048 0.000
N -2.983154 0.718636 0.808685 -0.104 -0.272 0.171 -0.005
C -3.604392 -1.064036 2.347548 0.121 0.049 -0.230 0.000
H 2.494290 -0.649973 4.391489 0.014 -0.088 0.127 0.000
C 2.731572 -1.306726 -3.794574 -0.080 0.156 0.102 0.000
H 6.749683 2.879909 -1.503711 0.058 0.002 -0.033 0.000
N 2.321824 1.556149 0.889744 -0.050 0.108 0.102 0.000
C -3.944400 -2.125752 -0.863013 -0.231 -0.360 -0.080 -0.005
H 1.451179 -2.772403 3.405207 0.041 -0.079 0.090 0.000
C -4.507630 1.254641 2.582116 -0.030 0.253 -0.129 0.000
H -3.198533 -3.687375 0.547106 0.207 0.308 0.051 0.000
C -2.465629 -2.654814 -2.523051 -0.464 -0.274 -0.065 -0.006
H -5.049687 0.908647 3.446248 -0.079 -0.087 0.109 0.000
C 1.346304 -1.611428 -3.235047 -0.192 0.086 0.161 0.000
C 3.449598 1.923117 0.259888 0.347 -0.370 -0.604 0.000
H 0.519826 -2.875403 -4.777586 -0.038 0.021 -0.119 0.000
C 5.145815 1.490471 -1.455995 0.161 0.177 0.000 0.000
```
Forces are in eV/Å.

**Largest force on an atom**: 1.1 eV/Å
**HOMO (alpha / beta)**: -10.2 / -10.2 eV
**2S+1**: 4
**Total energy**: -84044.4254 eV
**⟨S²⟩**: 3.755
**Net charge**: +1


The following is a quantum chemistry calculation of a gas-phase ion, C3H6NO2 (charge -1), from the Open Molecules 2025 dataset.

The geometry in XYZ format:
```
12
Properties=species:S:1:pos:R:3:forces:R:3:nbo_charge:R:1
N 0.401020 -1.338422 1.238054 1.737 -1.592 0.567 -0.897
C -0.171752 -0.065671 0.795156 3.243 -0.963 2.740 -0.216
H -1.169203 -0.243207 0.940975 -2.878 1.162 0.006 0.186
H 0.154468 -0.695018 -1.261053 -0.689 -0.111 0.021 0.201
H 1.443345 0.379239 -0.754274 -2.636 -0.364 0.982 0.197
C 0.258860 0.152579 -0.588070 1.964 2.719 -1.011 -0.534
H 0.363346 0.617786 1.500047 -1.464 0.478 -0.740 0.185
O -0.238044 1.398394 -2.445523 -0.740 1.268 0.993 -0.794
H 0.047063 -2.053636 1.877880 -0.612 1.086 -0.349 0.351
H 0.674669 -1.757627 0.394729 0.624 -1.419 -0.768 0.341
C -0.491345 1.423106 -1.200328 -0.778 -0.333 -0.915 0.771
O -1.272423 2.182479 -0.497588 2.228 -1.931 -1.526 -0.791
```
Forces are in eV/Å.

**SMILES string**: NCCC(=O)[O-]
**Largest force on an atom**: 4.4 eV/Å
**HOMO**: -3.8 eV
**Total energy**: -8793.4730 eV
**Net charge**: -1


The following is a quantum chemistry calculation of a molecular structure, C2H6NP, from the Open Molecules 2025 dataset.

The geometry in XYZ format:
```
10
Properties=species:S:1:pos:R:3:forces:R:3:nbo_charge:R:1
H 0.292382 -2.057111 1.525193 0.243 0.829 0.506 0.217
H 0.588225 2.521106 -0.808936 -0.202 0.711 -0.801 0.243
H 0.103437 -2.477205 -0.140504 -0.476 1.971 0.409 0.236
C -0.146405 -1.653914 0.622679 -1.565 0.988 -1.002 -0.774
C 0.787233 2.080212 0.133836 1.866 -2.492 1.796 -0.998
P 0.159822 0.491384 -0.150112 0.810 -0.072 1.104 1.448
H -1.341391 -0.335734 -1.328746 -0.069 0.888 -0.336 0.363
H -1.297035 -1.463260 0.759017 2.336 -0.616 -0.361 0.233
H 1.793505 2.283105 0.594719 -1.384 -0.328 -0.341 0.237
N -0.939774 0.611418 -1.207146 -1.559 -1.880 -0.974 -1.205
```
Forces are in eV/Å.

**Largest force on an atom**: 3.6 eV/Å
**HOMO**: -8.2 eV
**Total energy**: -12945.8326 eV
**Net charge**: 0


Among the records above, which one has the highest total energy?
C3H6NO2